{
  "formula": "C51H47CdFN5S2SbSi",
  "method": "ωB97M-V with the def2-TZVPD basis set",
  "symbols": ["C", "H", "H", "C", "S", "H", "C", "C", "H", "H", "C", "H", "H", "C", "C", "N", "H", "C", "H", "H", "H", "H", "C", "C", "H", "H", "F", "H", "H", "H", "C", "C", "H", "Sb", "H", "H", "H", "Si", "C", "C", "C", "C", "H", "C", "H", "C", "C", "H", "H", "H", "S", "H", "H", "H", "H", "C", "C", "C", "H", "C", "C", "C", "H", "C", "C", "H", "N", "C", "N", "C", "H", "C", "C", "C", "N", "C", "C", "H", "H", "H", "C", "H", "C", "H", "C", "H", "C", "H", "Cd", "C", "C", "C", "C", "C", "H", "H", "N", "H", "C", "H", "C", "H", "H", "C", "C", "C", "C", "C", "C"],
  "xyz": [[0.021, 0.808, -2.736], [-2.287, -2.044, 2.492], [-2.394, 9.238, 0.002], [4.184, 5.345, -0.065], [2.755, -0.429, -0.480], [3.074, 1.389, -4.734], [3.145, 3.196, -0.370], [-4.092, -3.884, -2.580], [-3.185, 0.850, -0.624], [4.007, 4.365, -1.968], [-0.257, 3.941, -0.112], [3.764, -4.829, -0.722], [2.891, -4.279, 0.728], [5.600, 1.819, -2.499], [3.229, -3.996, -0.265], [2.072, -3.673, -1.075], [4.230, 6.080, 1.950], [-3.384, -4.146, -1.413], [0.820, -2.107, -3.578], [-4.110, -0.500, -2.432], [1.462, 6.147, 0.096], [-0.792, -2.590, -1.524], [-3.158, -1.763, -0.972], [-0.658, 6.351, 0.304], [-3.192, -5.172, -1.114], [0.440, 4.106, -0.924], [-1.431, -1.256, 7.451], [3.901, -3.138, -0.180], [1.557, 3.727, -3.593], [-2.081, 2.267, 1.869], [-1.707, 4.401, 1.485], [0.036, -1.496, 5.619], [0.185, -0.086, -2.139], [2.712, 1.521, -1.597], [5.773, 1.916, -1.432], [-4.902, -2.351, -3.848], [-4.821, 1.221, 1.329], [-2.556, -0.305, 0.083], [-3.885, -1.524, -2.145], [-5.152, 0.418, 3.293], [0.253, 0.311, 3.998], [0.812, 8.170, -0.223], [-1.958, 1.087, 6.497], [-1.144, 0.950, -3.481], [-5.279, -0.598, 5.183], [2.884, 3.118, 0.995], [-1.747, 7.212, 0.288], [2.582, -4.272, -3.031], [4.694, 6.208, -0.477], [2.383, 2.248, 1.404], [0.433, -3.121, 1.009], [-0.533, 3.983, -4.878], [-4.459, -4.699, -3.192], [3.065, 4.099, 2.890], [7.678, 1.976, -3.005], [4.303, 1.660, -2.987], [-3.759, -1.437, 3.918], [-1.555, 8.556, 0.019], [4.991, 1.444, -6.301], [-4.343, -2.566, -2.944], [-1.341, 2.094, -4.244], [6.449, 1.714, -4.748], [-2.282, 4.993, 2.179], [-0.080, 10.437, -0.544], [-4.780, -0.545, 4.221], [-1.896, 0.169, -3.450], [-0.670, 2.782, 0.319], [0.819, -2.972, -2.916], [0.068, 11.551, -0.787], [0.981, 1.813, -2.769], [0.286, -3.788, -3.409], [-3.479, -0.410, 1.735], [0.798, 2.953, -3.549], [4.083, 1.520, -4.356], [-0.847, 4.971, 0.562], [-0.875, -0.740, 6.325], [-0.373, 3.092, -4.282], [-0.963, 2.027, 4.418], [0.302, -2.485, 5.975], [1.316, -1.549, 3.900], [-3.103, -1.355, 2.698], [-2.368, -3.329, 0.282], [0.621, 6.828, 0.054], [-2.741, 6.822, 0.467], [3.922, 5.269, 1.299], [7.288, 1.726, -5.435], [3.794, 4.308, -0.906], [-5.947, 1.118, 3.524], [-0.185, 0.055, 0.967], [-0.274, 9.039, -0.242], [0.871, 0.886, 2.769], [-0.681, 1.032, 4.749], [-1.244, 0.519, 5.912], [2.231, -3.387, -2.499], [0.754, 1.969, 2.734], [-2.255, 2.212, -4.815], [0.211, -2.645, -1.628], [1.805, 8.552, -0.416], [0.926, -3.150, -0.591], [-3.463, -2.187, 4.643], [-1.578, 3.058, 1.326], [1.920, 0.607, 2.671], [2.956, -2.580, -2.639], [-2.921, -3.099, -0.623], [6.671, 1.850, -3.382], [3.271, 4.161, 1.828], [-4.512, 0.476, 2.057], [5.160, 1.550, -5.236], [0.596, -0.964, 4.464]],
  "energy_ha": -3839.12474,
  "homo_lumo_gap_ev": 6.58,
  "lumo_energy_ev": -0.14
}

=====

{
  "formula": "C43H75N4O8P",
  "method": "ωB97M-V with the def2-TZVPD basis set",
  "symbols": ["C", "H", "H", "C", "C", "H", "H", "C", "C", "C", "C", "C", "H", "C", "H", "H", "O", "C", "H", "C", "C", "C", "C", "H", "H", "H", "O", "H", "N", "H", "H", "H", "C", "C", "H", "N", "H", "H", "H", "H", "H", "H", "C", "H", "H", "H", "C", "C", "C", "C", "H", "H", "H", "O", "H", "H", "C", "H", "H", "H", "O", "H", "O", "C", "C", "C", "C", "H", "C", "H", "C", "C", "C", "H", "H", "H", "H", "C", "H", "H", "H", "H", "H", "H", "H", "C", "H", "O", "H", "H", "N", "H", "H", "H", "O", "H", "H", "H", "C", "H", "H", "H", "H", "N", "H", "H", "C", "C", "H", "H", "P", "H", "C", "H", "H", "C", "H", "H", "H", "C", "C", "H", "C", "O", "H", "H", "C", "H", "C", "H", "C"],
  "xyz": [[0.234, -6.341, -0.155], [-3.915, 7.621, -1.619], [-0.865, 2.470, 4.342], [-4.413, -1.480, -8.005], [-2.408, 8.673, 2.145], [0.466, 1.280, 0.114], [4.922, -3.964, 1.904], [1.157, 2.438, 3.603], [-1.399, -2.668, -0.986], [-0.086, -1.793, 6.600], [-2.771, 1.365, -0.604], [-3.767, 6.742, 0.347], [0.077, 1.115, 4.942], [4.405, -3.023, 1.707], [-0.556, -1.875, -6.691], [-2.979, -4.612, -5.255], [-0.076, -3.056, -0.859], [2.482, 1.232, 0.812], [-1.315, -2.994, 1.809], [2.395, 1.656, 3.233], [2.105, -1.396, 4.441], [-3.093, -3.826, -6.004], [2.120, 0.582, 2.142], [2.831, -0.681, -3.621], [-1.755, 4.590, -0.706], [-3.411, -2.210, -4.621], [5.036, -0.532, -2.585], [1.315, -0.656, 4.525], [1.194, 3.706, 3.490], [5.546, -2.708, -0.829], [-2.178, 1.503, -2.676], [-1.099, 7.449, 0.961], [-3.160, 7.120, -1.010], [-2.688, -2.479, -5.397], [-1.610, 9.312, 2.524], [-2.517, -1.347, -6.291], [-0.970, -3.713, 6.235], [-3.277, 0.862, 1.429], [-4.460, -0.667, -6.010], [-2.472, -4.099, -6.858], [5.416, -1.068, 1.727], [-0.413, -1.478, 5.605], [3.055, 2.317, -1.526], [-0.734, -3.351, 7.984], [3.299, 2.734, -2.498], [-1.402, -0.805, -2.802], [0.337, -3.438, 0.435], [-2.373, 4.982, 1.354], [2.509, -1.679, 2.986], [-2.248, 0.883, -1.795], [3.123, 2.390, 2.905], [0.822, -7.208, -0.434], [-2.829, 6.246, -1.570], [-2.199, -3.473, -1.365], [6.238, -1.112, -0.537], [2.759, 1.190, 4.149], [1.498, 1.514, -0.099], [-0.901, 3.651, 0.499], [-4.936, -2.384, -7.698], [-0.423, -4.444, 2.161], [1.284, -2.188, 6.563], [-3.522, 0.256, -7.129], [2.972, -0.549, 2.267], [-1.880, -1.264, -0.767], [-2.424, -0.793, 0.417], [4.088, -0.934, -1.954], [-1.432, -1.518, -7.239], [-3.228, 4.307, 1.241], [-0.987, -2.949, 7.010], [0.389, -1.991, 2.764], [1.299, -2.453, 2.354], [-1.801, -0.425, -1.871], [-1.322, 4.636, 0.293], [-1.953, 4.744, 2.336], [1.055, 0.351, 2.138], [2.558, -3.234, 5.422], [-0.271, -6.537, 0.795], [-1.840, 7.313, 1.764], [-2.008, -2.562, 7.001], [-0.145, -0.385, -8.537], [-0.487, -6.059, -0.917], [-2.858, 9.183, 1.292], [-4.354, 7.595, 0.701], [2.977, -0.987, 4.953], [0.297, 4.112, 3.752], [4.105, 2.096, -0.654], [-3.704, -1.740, -8.792], [2.303, -5.351, 1.407], [4.587, 1.328, 1.301], [-1.657, -2.282, -7.999], [1.776, 2.069, -1.294], [-0.833, 0.563, -7.216], [-0.153, -0.969, 7.306], [-1.742, -2.622, -4.863], [1.169, -2.406, 0.950], [-5.160, -0.817, -8.448], [-1.530, -4.498, 0.836], [-2.317, 7.806, -0.910], [3.817, 1.532, 0.572], [-4.504, 5.948, 0.201], [-2.527, -1.434, 1.281], [1.996, -0.488, -2.108], [-1.825, 0.125, -8.617], [-2.864, 6.348, 1.413], [1.365, -3.459, 2.757], [-3.163, 8.574, 2.927], [-2.871, 0.519, 0.487], [5.500, -2.030, 1.228], [-3.106, 2.386, -0.491], [3.438, -3.567, 3.528], [1.426, -4.957, 0.055], [3.720, -3.227, 0.892], [-1.044, -0.225, -7.941], [2.463, -2.116, -2.694], [-1.292, 6.928, 2.628], [3.725, -2.639, 3.041], [-4.137, -3.836, -6.315], [1.719, -5.694, 2.100], [5.120, 2.341, -0.921], [-0.104, 1.743, 4.071], [5.419, -1.777, -0.272], [-0.532, 1.116, 3.286], [2.757, -1.074, -2.612], [4.156, -1.240, -0.650], [4.494, -2.133, 3.629], [-0.492, 5.343, 0.283], [-3.738, -0.772, -6.824], [0.864, -3.187, 4.809], [1.676, -2.619, 5.265], [6.477, -2.485, 1.377], [-0.827, -3.847, 1.341]],
  "smiles": "[H]/N=C(\\C)C[C@H](O[C@@](CCCCOC(C)=O)(CCOCC)CO[C@@](C)(OC(=O)c1ccccc1)P(C)O)c1cccnc1.CCN(CC)CC.CCN(CC)CC",
  "energy_ha": -2845.68051,
  "homo_lumo_gap_ev": 8.18,
  "lumo_energy_ev": 0.10
}

=====

{
  "formula": "C2H5ClS",
  "method": "ωB97M-V with the def2-TZVPD basis set",
  "symbols": ["C", "H", "S", "H", "C", "H", "H", "Cl", "H"],
  "xyz": [[-1.525, -1.529, 0.617], [-2.333, -2.135, 0.237], [1.790, 1.865, -0.338], [2.041, 2.692, 0.599], [-0.731, -0.768, -0.137], [0.193, -0.250, 0.089], [2.963, 2.222, -0.868], [-1.359, -0.419, -1.834], [-1.040, -1.677, 1.636]],
  "smiles": "C=CCl.S",
  "e_above_lowest_kj_mol": 79.3,
  "energy_ha": -937.52798,
  "homo_lumo_gap_ev": 10.55,
  "lumo_energy_ev": 0.72
}